1.
45
Properties=species:S:1:pos:R:3:nbo_charge:R:1 method="wB97M-V/def2-TZVPD" de_lowest_kcal_mol=7.7 total_energy_ha=-1937.867130 smiles="CCOC(=O)CSc1nnc(CNC(=O)c2cccs2)n1-c1ccccc1"
C -4.608 -2.055 1.161 -0.637
C -4.500 -0.666 1.771 -0.072
H -5.483 -0.309 2.094 0.199
H -3.802 -0.651 2.611 0.188
O -3.958 0.262 0.828 -0.509
C -4.786 0.766 -0.077 0.799
O -5.974 0.596 -0.103 -0.595
C -4.065 1.607 -1.115 -0.631
H -4.547 2.580 -1.204 0.257
H -4.117 1.084 -2.071 0.276
S -2.320 1.901 -0.730 0.290
C -1.754 0.274 -0.940 0.189
N -2.391 -0.705 -1.523 -0.333
N -1.604 -1.790 -1.459 -0.275
C -0.508 -1.474 -0.833 0.307
N -0.542 -0.149 -0.471 -0.419
C 0.437 0.616 0.201 0.196
C 1.086 1.639 -0.479 -0.245
C 2.066 2.369 0.167 -0.194
C 2.393 2.081 1.482 -0.205
C 1.731 1.072 2.159 -0.191
C 0.748 0.336 1.524 -0.213
H 0.232 -0.457 2.043 0.228
H 1.985 0.847 3.183 0.224
H 3.166 2.646 1.980 0.220
H 2.579 3.158 -0.361 0.220
H 0.821 1.852 -1.504 0.226
C 0.657 -2.370 -0.596 -0.274
N 1.895 -1.712 -0.947 -0.604
C 2.824 -1.403 -0.004 0.659
O 2.755 -1.814 1.139 -0.624
C 3.906 -0.520 -0.448 -0.328
C 4.158 0.094 -1.646 -0.208
C 5.290 0.928 -1.600 -0.270
C 5.876 0.938 -0.371 -0.400
S 5.065 -0.067 0.752 0.522
H 6.747 1.482 -0.064 0.238
H 5.650 1.493 -2.441 0.228
H 3.568 -0.037 -2.536 0.215
H 1.977 -1.341 -1.879 0.397
H 0.744 -2.637 0.463 0.254
H 0.510 -3.281 -1.184 0.235
H -4.911 -2.767 1.922 0.214
H -3.651 -2.359 0.744 0.220
H -5.346 -2.052 0.362 0.226

***

2.
95
Properties=species:S:1:pos:R:3:lowdin_charge:R:1 method="wB97M-V/def2-TZVPD" total_charge=+1 de_lowest_kcal_mol=32.1 total_energy_ha=-3853.978759
Sc -0.006 0.650 1.969 1.071
C -2.290 -3.494 3.037 -0.003
C -1.769 -2.236 2.412 -0.286
N -2.029 -1.062 2.852 0.019
O -2.855 -1.013 3.974 -0.023
C -0.884 -2.257 1.260 -0.279
C -0.998 -3.300 0.183 -0.014
N -0.015 -1.290 1.220 -0.202
O 0.856 -1.230 0.248 -0.190
H -1.964 -3.522 4.078 0.090
H -1.937 -4.384 2.526 0.074
H -3.380 -3.475 3.049 0.091
H -3.082 -0.077 4.063 0.107
H -1.978 -3.769 0.208 0.078
H -0.226 -4.061 0.287 0.085
H -0.849 -2.806 -0.778 0.071
I 0.093 -0.864 6.719 0.979
C -0.347 1.108 6.140 -0.604
C -0.704 2.081 7.061 -0.222
C -1.071 3.333 6.631 -0.636
I -1.633 4.762 8.102 0.877
C -1.062 3.666 5.263 -0.207
C -1.476 4.900 4.723 -0.035
C -1.409 5.097 3.372 -0.025
C -0.911 4.072 2.549 -0.094
N -0.539 2.901 3.008 0.089
C -0.628 2.675 4.337 -0.131
C -0.295 1.341 4.767 -0.442
O 0.031 0.425 3.923 -0.228
H -0.699 1.850 8.115 0.081
H -1.843 5.672 5.387 0.061
H -1.741 6.027 2.936 0.109
H -0.847 4.215 1.476 0.121
C 3.920 2.194 1.042 0.033
C 3.119 1.652 2.200 -0.457
O 1.891 1.582 2.172 -0.031
N 3.838 1.326 3.281 0.101
C 3.242 0.784 4.486 -0.083
C 3.022 -0.708 4.394 -0.292
C 3.529 -1.563 5.367 -0.058
C 3.301 -2.924 5.239 -0.073
C 2.580 -3.372 4.145 -0.051
C 2.110 -2.435 3.235 -0.114
N 2.320 -1.133 3.348 0.131
H 3.234 2.533 0.270 0.087
H 4.554 1.409 0.636 0.094
H 4.550 3.021 1.368 0.090
H 4.844 1.303 3.207 0.156
H 2.267 1.265 4.612 0.117
H 3.881 1.027 5.336 0.132
H 4.074 -1.179 6.217 0.111
H 3.682 -3.617 5.976 0.109
H 2.388 -4.424 4.004 0.103
H 1.547 -2.745 2.368 0.093
C -3.744 1.879 -5.001 -0.060
C -2.526 2.674 -4.540 -0.189
N -1.837 2.031 -3.437 -0.046
C -2.263 2.289 -2.171 0.038
C -1.615 1.880 -1.058 -0.009
C -2.249 2.042 0.329 -0.584
O -3.178 2.822 0.452 0.065
O -1.743 1.280 1.211 -0.097
C -0.320 1.260 -1.170 -0.275
O 0.508 1.217 -0.251 -0.006
C -0.093 0.675 -2.496 -0.030
C 0.812 -0.376 -2.628 0.096
C 0.957 -1.005 -3.835 -0.175
F 1.738 -2.124 -3.883 0.040
C 0.309 -0.557 -4.998 -0.146
C -0.586 0.498 -4.860 0.055
C -0.850 1.090 -3.615 -0.121
N 0.547 -1.116 -6.265 -0.094
C -0.526 -1.432 -7.164 -0.132
C -0.864 -2.933 -7.125 -0.082
N 0.354 -3.725 -7.440 0.054
C 1.449 -3.400 -6.485 -0.088
C 1.721 -1.891 -6.565 -0.132
H -4.196 2.370 -5.858 0.080
H -4.478 1.826 -4.202 0.081
H -3.471 0.862 -5.274 0.063
H -2.851 3.662 -4.205 0.130
H -1.819 2.820 -5.359 0.119
H -3.173 2.865 -2.063 0.151
H 1.314 -0.736 -1.739 0.120
H -1.092 0.857 -5.742 0.104
H -0.235 -1.152 -8.185 0.138
H -1.421 -0.872 -6.899 0.125
H -1.648 -3.164 -7.847 0.140
H -1.201 -3.210 -6.125 0.147
H 0.669 -3.490 -8.391 0.189
H 0.143 -4.728 -7.414 0.192
H 2.342 -3.971 -6.736 0.143
H 1.126 -3.675 -5.480 0.134
H 2.038 -1.644 -7.588 0.137
H 2.538 -1.630 -5.897 0.141

***

3.
23
Properties=species:S:1:pos:R:3:nbo_charge:R:1 method="wB97M-V/def2-TZVPD" total_charge=-1 de_lowest_kcal_mol=29.5 total_energy_ha=-384.203702
C -0.078 -0.657 -0.803 -0.419
N -0.197 -2.118 -0.663 -0.430
C -1.587 -2.472 -0.431 -0.416
C 0.365 -2.762 -1.834 -0.410
H -0.401 -0.218 0.132 0.231
H -0.703 -0.276 -1.622 0.154
H 0.963 -0.392 -0.969 0.205
H -1.736 -3.549 -0.375 0.187
H -1.848 -2.011 0.526 0.202
H -2.287 -1.995 -1.139 0.156
H 0.180 -3.834 -1.843 0.185
H 1.448 -2.602 -1.846 0.194
H -0.011 -2.311 -2.772 0.152
C 0.309 3.557 1.454 -0.014
O -0.538 4.328 0.760 -0.957
C 0.364 2.131 0.873 -0.250
N 1.216 1.151 1.604 -0.870
H 1.374 3.945 1.505 0.048
H 0.005 3.439 2.543 0.045
H -0.671 1.783 0.935 0.165
H 0.721 2.194 -0.157 0.166
H 0.936 1.211 2.576 0.338
H 2.176 1.461 1.548 0.336

***

4.
46
Properties=species:S:1:pos:R:3:nbo_charge:R:1 method="wB97M-V/def2-TZVPD" de_lowest_kcal_mol=14.6 total_energy_ha=-848.156837 smiles="Cc1cc(C)c(NC(=O)CN2CCCCCC2)c(C)c1"
C 6.100 0.442 0.777 -0.625
C 4.650 0.277 0.435 -0.005
C 3.898 1.352 -0.016 -0.220
C 2.566 1.203 -0.364 -0.024
C 1.972 -0.057 -0.251 0.179
C 2.698 -1.149 0.225 0.002
C 4.034 -0.960 0.551 -0.214
H 4.606 -1.802 0.913 0.204
C 2.062 -2.490 0.402 -0.645
H 2.703 -3.146 0.985 0.211
H 1.881 -2.944 -0.572 0.256
H 1.098 -2.397 0.903 0.213
N 0.604 -0.183 -0.592 -0.651
C 0.086 -1.029 -1.516 0.665
O 0.738 -1.833 -2.147 -0.618
C -1.431 -0.888 -1.729 -0.298
N -2.236 -0.405 -0.639 -0.473
C -2.353 1.026 -0.454 -0.234
C -3.821 1.453 -0.590 -0.395
H -3.871 2.538 -0.702 0.201
C -4.683 1.036 0.598 -0.390
H -4.387 1.609 1.480 0.190
H -5.722 1.294 0.375 0.208
C -4.602 -0.455 0.925 -0.405
C -3.271 -0.850 1.568 -0.411
H -2.926 -0.030 2.202 0.193
C -2.187 -1.221 0.552 -0.208
H -1.204 -1.182 1.058 0.171
H -2.342 -2.255 0.224 0.197
H -3.418 -1.714 2.219 0.217
H -4.755 -1.039 0.017 0.207
H -5.410 -0.693 1.620 0.207
H -4.216 0.999 -1.501 0.203
H -1.971 1.347 0.525 0.179
H -1.780 1.547 -1.229 0.199
H -1.579 -0.235 -2.595 0.220
H -1.789 -1.883 -2.018 0.224
H 0.008 0.560 -0.262 0.404
C 1.770 2.373 -0.864 -0.635
H 2.416 3.232 -1.022 0.222
H 1.000 2.658 -0.145 0.208
H 1.282 2.130 -1.808 0.221
H 4.361 2.325 -0.107 0.202
H 6.370 -0.179 1.629 0.216
H 6.718 0.136 -0.069 0.220
H 6.331 1.479 1.008 0.213

***

5.
51
Properties=species:S:1:pos:R:3:nbo_charge:R:1 method="wB97M-V/def2-TZVPD" total_charge=+1 de_lowest_kcal_mol=0.0 total_energy_ha=-1534.773562 smiles=COc1ccc(-c2ccc(CNCCC[NH+]3CCOCC3)o2)cc1Cl
C -5.961 2.348 0.880 -0.256
H -5.620 3.149 0.218 0.180
O -4.877 1.717 1.526 -0.469
C -3.959 1.069 0.787 0.288
C -3.946 0.989 -0.605 -0.241
C -2.949 0.301 -1.268 -0.180
C -1.934 -0.342 -0.562 -0.130
C -1.944 -0.279 0.835 -0.209
C -2.930 0.421 1.493 -0.070
Cl -2.922 0.511 3.215 0.038
H -1.195 -0.803 1.406 0.237
C -0.882 -1.073 -1.238 0.290
C -0.736 -1.479 -2.542 -0.296
C 0.489 -2.178 -2.609 -0.278
C 1.019 -2.150 -1.350 0.222
O 0.193 -1.475 -0.519 -0.416
C 2.273 -2.708 -0.768 -0.265
N 3.388 -1.744 -0.850 -0.620
H 4.150 -2.081 -0.265 0.392
C 3.880 -1.496 -2.212 -0.237
C 4.654 -0.177 -2.252 -0.428
H 5.041 -0.018 -3.257 0.251
C 3.746 0.995 -1.882 -0.213
N 3.178 0.796 -0.534 -0.445
C 1.853 1.407 -0.348 -0.245
H 1.905 2.478 -0.562 0.215
C 1.406 1.155 1.113 -0.093
O 2.213 0.157 1.688 -0.510
C 3.533 0.609 1.867 -0.081
H 4.108 -0.270 2.162 0.202
C 4.067 1.228 0.555 -0.259
H 4.068 2.321 0.603 0.217
H 5.085 0.893 0.359 0.226
H 3.584 1.347 2.679 0.195
H 0.382 0.784 1.144 0.232
H 1.465 2.078 1.703 0.181
H 1.156 0.944 -1.046 0.229
H 3.097 -0.365 -0.474 0.488
H 4.288 1.944 -1.925 0.223
H 2.919 1.043 -2.594 0.224
H 5.510 -0.229 -1.577 0.209
H 3.009 -1.428 -2.868 0.217
H 4.510 -2.317 -2.571 0.212
H 2.530 -3.642 -1.281 0.216
H 2.097 -2.912 0.290 0.242
H 0.902 -2.657 -3.474 0.236
H -1.422 -1.325 -3.348 0.238
H -2.962 0.264 -2.345 0.219
H -4.721 1.469 -1.180 0.226
H -6.568 2.772 1.677 0.214
H -6.559 1.630 0.311 0.184

***

6.
35
Properties=species:S:1:pos:R:3:nbo_charge:R:1 method="wB97M-V/def2-TZVPD" total_energy_ha=-935.905074 smiles="CCNc1ccc2nc(CC(=O)O)cnc2c1B(N)O"
C -3.286 3.404 1.690 -0.629
C -3.268 2.283 0.548 -0.224
N -2.900 0.992 1.213 -0.619
C -1.874 0.260 0.514 0.200
C -2.263 -1.073 -0.125 -0.238
C -1.299 -1.897 -0.807 -0.194
C 0.157 -1.494 -0.925 0.093
N 0.997 -2.384 -1.579 -0.356
C 2.256 -1.861 -1.586 0.161
C 3.378 -2.747 -2.263 -0.546
C 4.020 -3.738 -1.201 0.799
O 5.219 -3.814 -1.121 -0.530
O 3.225 -4.503 -0.339 -0.729
C 2.685 -0.546 -1.041 -0.013
N 1.824 0.298 -0.412 -0.395
C 0.530 -0.197 -0.332 0.218
C -0.481 0.660 0.394 -0.435
B 0.057 2.056 1.053 1.050
N 0.678 2.090 2.368 -1.087
O -0.100 3.210 0.236 -0.884
H -4.324 3.529 2.126 0.204
H -2.611 3.135 2.548 0.231
H -3.003 4.420 1.286 0.215
H -2.527 2.557 -0.252 0.194
H -4.297 2.227 0.106 0.194
H -3.738 0.401 1.123 0.368
H -3.314 -1.444 -0.061 0.215
H -1.633 -2.880 -1.236 0.235
H 4.237 -2.108 -2.612 0.245
H 2.964 -3.324 -3.139 0.261
H 3.048 -3.980 0.470 0.498
H 3.751 -0.216 -1.138 0.217
H 1.553 2.615 2.366 0.400
H 0.791 1.153 2.754 0.391
H -0.452 2.914 -0.624 0.489